Here is a structure of composition C31H28N4O2PRhS2 at a distorted geometry from OMol25. Energies are from the ωB97M-V functional and the def2-TZVPD basis.

```
69
Properties=species:S:1:pos:R:3:nbo_charge:R:1
Rh 12.913 12.736 9.378 1.17
O 10.885 13.008 9.551 -0.72
C 10.356 13.844 8.664 0.33
C 9.079 13.529 8.057 -0.26
C 8.296 14.498 7.463 -0.23
C 8.849 15.794 7.321 -0.23
C 10.177 16.014 7.547 -0.19
C 10.996 15.101 8.250 -0.13
C 12.370 15.367 8.262 -0.04
N 13.273 14.478 8.598 -0.31
N 14.554 14.847 8.568 -0.25
C 15.389 13.845 8.825 0.54
O 14.931 12.713 9.259 -0.65
C 16.841 13.994 8.614 -0.07
C 17.831 13.031 8.887 -0.19
C 19.153 13.324 8.556 -0.22
C 19.499 14.598 8.065 -0.18
C 18.526 15.570 7.916 -0.23
C 17.213 15.302 8.301 -0.16
H 8.666 12.492 8.190 0.19
H 7.250 14.327 7.115 0.22
H 8.212 16.602 6.955 0.21
H 10.617 16.987 7.284 0.21
H 12.620 16.355 7.919 0.21
H 17.563 12.082 9.416 0.25
H 19.929 12.571 8.696 0.22
H 20.522 14.784 7.718 0.22
H 18.835 16.504 7.510 0.22
H 16.469 16.104 8.403 0.24
S 15.798 11.618 12.979 -0.64
P 14.018 12.508 12.976 1.15
S 12.500 11.730 11.791 -0.42
C 13.439 12.555 14.700 -0.39
C 12.104 12.906 14.942 -0.19
C 11.624 13.004 16.253 -0.22
C 12.419 12.734 17.337 -0.20
C 13.782 12.492 17.116 -0.21
C 14.294 12.487 15.814 -0.18
C 14.147 14.252 12.452 -0.31
C 15.350 14.888 12.475 -0.23
C 15.349 16.313 12.298 -0.20
C 14.211 17.001 11.896 -0.22
C 12.984 16.303 11.992 -0.19
C 12.948 14.918 12.191 -0.26
H 11.482 12.934 14.060 0.23
H 10.638 13.442 16.475 0.21
H 12.092 12.736 18.386 0.22
H 14.426 12.465 18.009 0.22
H 15.317 12.507 15.533 0.24
H 16.255 14.315 12.780 0.26
H 16.218 16.906 12.520 0.21
H 14.179 18.033 11.698 0.21
H 12.035 16.873 11.855 0.21
H 12.017 14.380 12.115 0.24
C 10.248 9.002 6.637 -0.66
C 11.365 9.590 7.406 0.22
C 12.684 9.131 7.538 -0.33
C 13.336 9.968 8.449 0.25
N 12.408 10.891 8.870 -0.33
N 11.199 10.597 8.293 -0.33
C 14.680 9.800 8.995 -0.67
H 9.473 8.511 7.266 0.24
H 10.701 8.164 6.057 0.24
H 9.732 9.645 5.941 0.24
H 13.083 8.320 6.969 0.23
H 10.340 11.171 8.481 0.46
H 14.861 8.758 9.286 0.24
H 14.784 10.438 9.864 0.27
H 15.465 10.052 8.231 0.24
```

The spin multiplicity is 5. Its charge is 0. The largest force on an atom comes out at 0.104 hartree/bohr. The total energy is -76620.3332 eV. The calculation puts the HOMO-LUMO gap (spin up / spin down) at 5.62 / 4.76 eV.